(1)
The following is a quantum chemistry calculation of C39H27Cl4NO4PRuS as an isolated structure at a distorted geometry, from the Open Molecules 2025 dataset.

Structure (XYZ):
```
78
Properties=species:S:1:pos:R:3:forces:R:3:lowdin_spin:R:1
Ru -0.21990 1.00525 0.77440 -0.9313 -1.6088 0.7647 0.65
Cl -0.97375 -0.73561 -0.78664 0.1549 0.3949 -0.1167 0.00
C -2.63272 -1.02877 -0.29229 0.0411 0.0665 0.0249 0.02
C -3.34122 -1.97021 -1.00836 -0.0185 -0.0035 0.0174 0.00
C -4.63333 -2.26744 -0.60374 0.0087 -0.0067 -0.0044 0.03
C -5.17901 -1.62537 0.49686 -0.0100 0.0033 -0.0022 0.00
C -4.43748 -0.68173 1.18542 -0.0073 -0.0199 0.0209 0.02
Cl -5.15314 0.09540 2.55763 0.0034 -0.0055 0.0016 0.00
C -3.13444 -0.34652 0.80722 0.0536 -0.0584 0.0140 0.01
S -2.22889 0.87510 1.67313 0.0812 0.1763 -0.3212 0.20
H -2.89004 -2.45578 -1.86297 0.0044 -0.0028 0.0020 0.00
H -5.21475 -2.99977 -1.14673 -0.0043 0.0062 -0.0049 0.00
H -6.18455 -1.84542 0.82697 0.0011 -0.0050 0.0010 0.00
O 0.27834 2.32311 2.42549 -0.1339 -0.2789 -0.3190 0.00
C 1.35585 1.65818 2.43938 0.5483 0.2567 -0.4360 0.00
O 1.99619 1.41752 1.37536 0.1972 0.0895 -0.0264 0.01
C 1.76103 0.87241 3.64496 -0.0744 0.0316 0.0566 0.00
C 2.36774 1.36978 4.78575 0.0451 -0.0390 -0.0528 0.00
C 2.75079 0.48283 5.78184 -0.0047 -0.0104 0.0119 0.00
C 2.51851 -0.88037 5.64338 0.0171 0.0030 0.0111 0.00
C 1.87234 -1.36946 4.51765 -0.0544 0.0252 0.0257 0.00
C 1.47912 -0.49082 3.51694 -0.0579 0.0343 -0.0273 0.00
P 0.51918 -0.96621 2.03439 -0.1128 0.3179 0.3435 0.01
C 1.61927 -2.05779 1.09416 -0.0041 0.0535 -0.1021 0.00
C 2.39075 -1.49357 0.07918 -0.0659 -0.0457 0.0161 0.00
C 3.28138 -2.27884 -0.63540 0.0180 -0.0133 -0.0178 0.00
C 3.41114 -3.62784 -0.33788 0.0048 0.0112 -0.0114 0.00
C 2.64936 -4.19302 0.67514 -0.0240 -0.0123 0.0199 0.00
C 1.75286 -3.41299 1.38990 0.0668 0.0131 0.0324 0.00
C -0.82559 -2.00689 2.67293 0.0581 -0.0575 -0.0314 0.01
C -1.39116 -3.01007 1.88863 0.0339 -0.0165 -0.0367 0.00
C -2.52535 -3.68342 2.31845 -0.0104 0.0058 0.0017 0.00
C -3.10673 -3.35716 3.53406 0.0080 0.0000 0.0002 0.00
C -2.55119 -2.35614 4.31965 -0.0033 -0.0069 0.0033 0.00
C -1.41928 -1.68169 3.89195 -0.0364 0.0380 -0.0167 0.00
H 2.55193 2.43113 4.88586 0.0127 -0.0025 0.0004 0.00
H 3.23814 0.85579 6.67318 0.0027 0.0013 -0.0022 0.00
H 2.83420 -1.56241 6.42188 -0.0074 0.0000 0.0014 0.00
H 1.66476 -2.42908 4.42664 -0.0155 0.0009 0.0048 0.00
H 2.29302 -0.44078 -0.14934 0.0219 -0.0097 -0.0018 0.00
H 3.86989 -1.83427 -1.42747 -0.0080 0.0105 -0.0005 0.00
H 4.10586 -4.24115 -0.89706 -0.0006 0.0007 -0.0007 0.00
H 2.74912 -5.24523 0.90820 0.0013 0.0012 0.0014 0.00
H 1.15867 -3.86293 2.17491 -0.0039 -0.0027 0.0050 0.00
H -0.95195 -3.26540 0.93188 0.0063 0.0079 0.0033 0.00
H -2.95909 -4.45438 1.69473 0.0045 -0.0039 0.0030 0.00
H -3.99472 -3.87811 3.86802 -0.0046 0.0057 -0.0016 0.00
H -3.00686 -2.09002 5.26429 -0.0054 0.0018 -0.0043 0.00
H -1.01466 -0.88080 4.49815 0.0229 -0.0098 0.0025 0.00
Cl 1.87992 0.61453 -2.84137 -0.0193 0.0063 -0.0282 0.00
C 2.27790 2.28374 -2.55374 0.0002 0.0349 0.0094 0.00
C 2.99545 2.58385 -1.41128 -0.0002 -0.0244 0.0189 0.00
C 3.40887 3.88054 -1.16464 -0.0138 0.0020 -0.0095 0.00
C 3.10949 4.87622 -2.07930 0.0028 -0.0075 0.0059 0.00
C 2.37253 4.56473 -3.20450 -0.0073 0.0109 0.0088 0.00
Cl 1.99548 5.83911 -4.33274 -0.0058 -0.0107 0.0051 0.00
C 1.90899 3.26867 -3.47811 -0.0079 0.0106 0.0122 0.00
N 1.18833 3.02135 -4.63137 0.1080 -0.0468 -0.0979 0.00
C 0.08241 2.15202 -4.79828 -0.0765 -0.0065 0.0307 0.00
C 0.09722 1.30570 -5.90658 0.0038 -0.0226 0.0327 0.00
C -0.95577 0.44905 -6.16229 -0.0016 -0.0112 -0.0167 0.00
C -2.03790 0.41649 -5.29207 0.0170 -0.0080 0.0033 0.00
C -2.06542 1.27195 -4.20559 0.0088 -0.0210 0.0165 0.00
C -1.02627 2.16816 -3.94819 -0.0319 0.0168 -0.0288 0.00
C -1.20318 3.15503 -2.80977 -0.0404 -0.0242 -0.0301 0.00
C -1.42750 2.41094 -1.50045 0.0577 -0.2394 -0.0550 0.00
O -2.53875 2.01189 -1.19343 -0.0208 0.0430 -0.0160 0.01
O -0.33382 2.19694 -0.82537 0.1944 0.8766 0.2157 0.03
H 3.22789 1.79323 -0.71399 -0.0041 0.0016 0.0262 0.00
H 3.96175 4.11035 -0.26473 0.0061 0.0006 -0.0058 0.00
H 3.42663 5.89781 -1.92317 0.0022 -0.0020 -0.0015 0.00
H 1.37346 3.64623 -5.39718 -0.0510 0.0647 0.0345 0.00
H 0.96614 1.31879 -6.55304 0.0095 -0.0046 0.0146 0.00
H -0.92593 -0.19913 -7.02871 0.0017 -0.0054 0.0046 0.00
H -2.86334 -0.26112 -5.46904 -0.0083 0.0100 -0.0077 0.00
H -2.91658 1.27553 -3.53491 0.0009 0.0031 0.0001 0.00
H -2.11191 3.72709 -3.00119 0.0340 0.0461 -0.0033 0.00
H -0.36575 3.84125 -2.72565 0.0227 -0.0306 0.0087 0.00
```
Positions in Å, forces in eV/Å.

Results
⟨S²⟩   0.76
Frontier orbital gap (alpha / beta)   0.28489 / 0.23988 Ha
Calculated total energy   -123359.423 eV
Energy above the lowest of the compared OMol25 structures with the same formula, charge and spin   27.1 kcal per mole
HOMO level (alpha / beta)   -7.69 / -7.73 eV
Spin multiplicity   2



(2)
The following is a quantum chemistry calculation of C39H28N3O10P2PtS as an isolated structure at a distorted geometry, from the Open Molecules 2025 dataset.

Structure (XYZ):
```
84
Properties=species:S:1:pos:R:3:forces:R:3:lowdin_spin:R:1
Pt 0.29895 -0.72159 -0.05418 0.5132 0.4685 1.5135 1.25
O 0.17575 -1.05639 4.20942 0.0356 -0.0428 0.1928 0.02
C 0.29085 -1.51469 3.08032 -0.4368 -0.5497 0.4790 0.01
O 0.96875 -0.96029 2.15562 0.6855 0.2484 -1.0477 0.14
C -0.34655 -2.87109 2.78222 0.0566 0.2992 -0.3033 0.00
C -0.52165 -3.73019 3.83512 -0.1063 -0.3242 0.1065 0.00
C -1.04995 -5.01909 3.65142 0.1843 0.9041 -1.1907 0.00
C -1.38665 -5.44979 2.37812 0.0146 -0.1774 0.1379 0.00
C -1.22735 -4.59989 1.29992 0.5002 0.7871 1.1035 0.01
C -0.75545 -3.24569 1.45722 -0.1397 -0.8625 0.7801 0.01
O -0.82615 -2.46629 0.46652 0.1990 1.3556 -0.7732 0.09
N -1.55485 -5.08169 0.00452 -0.2767 -0.4924 -0.8080 0.00
O -2.26965 -6.07139 -0.06918 -0.1491 -0.1482 -0.0142 0.00
O -1.10675 -4.51759 -0.97978 0.0395 -0.1373 -0.0735 0.00
N -1.23135 -5.89699 4.75352 -0.0946 -0.6157 0.5880 0.00
O -0.95435 -5.49969 5.87182 0.0559 0.1415 0.0715 0.00
O -1.66045 -7.01899 4.52872 -0.0562 -0.1149 0.0060 0.00
H -0.24315 -3.39979 4.82582 -0.0066 0.0501 -0.0092 0.00
H -1.75765 -6.45349 2.22402 -0.0100 0.0972 -0.0071 0.00
C -0.11185 2.68381 -0.26708 -0.0583 -0.4046 0.1548 0.02
P 0.61195 1.41031 0.87132 -0.8422 0.7321 0.0830 0.13
C 2.15095 2.16101 1.45762 0.1989 -0.2980 -0.1298 0.02
C 2.78165 3.15361 0.71392 -0.1271 -0.0870 0.0172 0.01
C 3.86425 3.83181 1.24342 0.0827 0.1406 0.0284 0.00
C 4.33955 3.51111 2.50382 0.0186 -0.0491 -0.0128 0.01
C 3.76125 2.47031 3.21432 0.0315 0.0535 0.0672 0.00
C 2.67235 1.79111 2.69772 -0.1049 -0.0887 -0.0825 0.01
C -0.53265 1.63711 2.26392 0.1486 -0.2326 0.0321 0.01
C -1.62455 0.78351 2.34512 0.0862 -0.0856 0.1019 0.00
C -2.58605 0.96351 3.31862 -0.0607 0.0105 0.0298 0.00
C -2.45895 2.00571 4.22202 -0.0588 0.0310 0.0052 0.00
C -1.36365 2.85001 4.15582 -0.0159 0.1294 0.0912 0.00
C -0.40075 2.66901 3.18042 0.0706 -0.0078 -0.1511 0.00
P -1.89485 2.19461 -0.51008 0.0962 0.0013 -0.5065 0.00
C -1.66655 0.67471 -1.54158 -0.3115 0.1653 0.1340 0.02
C -2.37495 -0.47349 -1.16478 -0.0268 0.2906 -0.2231 0.02
C -2.34845 -1.60819 -1.96128 -0.1151 -0.1058 -0.2235 0.00
C -1.63395 -1.60609 -3.14688 -0.1796 0.0592 0.0971 0.00
C -0.94835 -0.46629 -3.53818 0.0774 0.2148 -0.1060 0.00
C -0.95935 0.66721 -2.74578 -0.0376 -0.1376 0.0038 0.02
C -2.38225 3.38041 -1.82558 -0.0677 -0.0575 0.1710 0.00
C -2.09635 4.73431 -1.67318 0.0742 -0.1143 0.0053 0.00
C -2.56795 5.66331 -2.58168 -0.0394 0.1324 -0.0442 0.00
C -3.35605 5.25791 -3.64668 -0.0108 0.0529 -0.0431 0.00
C -3.66855 3.91571 -3.79348 -0.0989 0.0364 -0.0845 0.00
C -3.19565 2.98501 -2.88548 0.0993 -0.0388 0.0715 0.00
H 0.42795 2.71301 -1.21378 0.0365 -0.0221 0.0360 0.00
H -0.07205 3.65701 0.23032 0.0215 -0.0692 -0.0254 0.00
H 2.42845 3.39811 -0.27498 -0.0408 0.0453 -0.1103 0.00
H 4.32975 4.62491 0.67732 0.0509 0.0313 -0.0887 0.00
H 5.16595 4.06351 2.92952 0.0695 -0.0031 -0.0104 0.00
H 4.15375 2.20091 4.18402 -0.0033 -0.0666 0.0698 0.00
H 2.21295 0.98191 3.24712 -0.0975 -0.0745 0.0803 0.00
H -1.68865 -0.04269 1.64732 -0.1219 -0.0433 0.0684 0.00
H -3.42485 0.28601 3.37902 -0.0716 -0.0489 0.0137 0.00
H -3.21275 2.16381 4.97912 -0.0478 -0.0369 0.0999 0.00
H -1.24925 3.65411 4.86782 -0.0318 0.0641 0.0876 0.00
H 0.46015 3.32041 3.13152 0.0326 0.1017 0.0522 0.00
H -2.98915 -0.44469 -0.27378 0.0924 -0.0759 0.1039 0.00
H -2.89365 -2.48729 -1.66408 -0.0243 -0.1637 0.0922 0.00
H -1.60715 -2.48989 -3.76448 -0.0097 -0.1270 -0.0592 0.00
H -0.39575 -0.45769 -4.46508 0.0910 -0.0286 -0.1102 0.00
H -0.43635 1.55571 -3.06648 0.1048 0.0613 -0.0284 0.00
H -1.50255 5.06391 -0.83278 0.0783 0.0773 0.0521 0.00
H -2.32425 6.70861 -2.45298 0.0050 0.0705 0.0001 0.00
H -3.73155 5.98691 -4.35168 0.0014 0.0120 -0.0470 0.00
H -4.28865 3.59231 -4.61878 -0.0289 -0.0179 -0.0279 0.00
H -3.45145 1.94021 -2.99878 -0.0154 -0.0413 -0.0681 0.00
O 5.88905 -1.05609 -2.28118 -0.1104 -0.0052 0.1418 0.00
S 4.80275 -0.58289 -3.09658 0.1167 -0.0820 -0.0776 0.00
O 5.16725 -0.04919 -4.38318 -0.3883 -0.0301 0.0475 0.00
N 3.84375 0.46511 -2.26588 0.7006 0.0408 -0.3118 0.01
C 2.69965 -0.07279 -1.96678 0.0001 -0.4076 -0.3181 0.01
O 1.75915 0.53191 -1.37808 -0.4644 -0.0850 0.4707 0.10
C 2.51095 -1.47399 -2.46668 -0.2028 -0.3360 0.0829 0.00
C 1.42835 -2.30909 -2.26058 0.0891 0.1252 -0.0108 0.02
C 1.41425 -3.54999 -2.87758 -0.1224 -0.1080 0.0649 0.00
C 2.48575 -3.95679 -3.66188 0.0925 0.0888 -0.0266 0.00
C 3.59775 -3.13769 -3.83128 0.1397 0.0051 -0.1149 0.00
C 3.58195 -1.90349 -3.22748 0.0104 0.7085 0.3557 0.00
H 0.58775 -1.99769 -1.62298 0.1848 -0.4835 -0.6834 0.01
H 0.55785 -4.19309 -2.73618 0.0016 -0.1010 0.0333 0.00
H 2.46545 -4.92339 -4.14198 -0.0355 -0.1087 -0.0238 0.00
H 4.44495 -3.44609 -4.42468 0.0604 -0.0951 -0.0489 0.00
```
Positions in Å, forces in eV/Å.

Results
⟨S²⟩   2.01
Frontier orbital gap (alpha / beta)   0.27329 / 0.26969 Ha
Calculated total energy   -98498.653 eV
Energy above the lowest of the compared OMol25 structures with the same formula, charge and spin   31.4 kcal per mole
HOMO level (alpha / beta)   -5.65 / -6.33 eV
Spin multiplicity   3
Total charge   -1



Look up the calculated total energy of the second one. -98498.653 eV